[1]
ORCA calculation (wB97M-V/def2-TZVPD) on 16 unconnected molecules or ions with the total composition H33O16.

Summary:
molecular weight = 289.248 g mol⁻¹
gap between HOMO and LUMO = 10.60 eV
HOMO energy = -13.213 eV
energy = -33292.471 eV
relative energy (zero: lowest compared OMol25 entry of this formula, charge and spin) = 0.0000 eV
charge = +1
maximum force = 1.95 eV/A

Each atom is followed by the atoms it is bonded to, with distances in Å.
Element x y z (Å)
1 O 0.322 2.033 -1.013  H2 0.969, H3 0.974
2 H 0.485 2.963 -1.235  O1 0.969
3 H -0.343 1.590 -1.568  O1 0.974
4 O 1.770 -0.116 2.264  H5 0.980, H6 0.974
5 H 1.028 -0.543 1.788  O4 0.980
6 H 1.501 0.152 3.160  O4 0.974
7 O 4.608 -0.978 -0.134  H8 0.983, H9 0.960
8 H 4.124 -0.191 -0.469  O7 0.983
9 H 4.993 -0.765 0.719  O7 0.960
10 O 2.452 0.425 -0.314  H11 0.961, H12 0.996
11 H 2.156 0.445 0.601  O10 0.961
12 H 1.863 1.023 -0.850  O10 0.996
13 O 0.386 -1.865 0.862  H14 1.009, H15 0.996
14 H 0.472 -1.659 -0.122  O13 1.009
15 H -0.607 -1.909 0.928  O13 0.996
16 O -4.603 2.096 -2.503  H17 0.968, H18 0.958
17 H -4.462 1.411 -1.834  O16 0.968
18 H -5.555 2.149 -2.409  O16 0.958
19 O -4.815 1.203 0.404  H20 0.964, H21 0.982
20 H -5.583 1.054 0.966  O19 0.964
21 H -4.266 1.959 0.708  O19 0.982
22 O 3.284 -3.165 -1.021  H23 1.015, H24 0.951
23 H 3.674 -2.381 -0.509  O22 1.015
24 H 4.005 -3.621 -1.442  O22 0.951
25 O 3.687 -2.642 2.503  H48 0.959, H49 0.968
26 H 2.599 -3.611 1.677  O39 0.990
27 O -3.035 3.086 1.338  H28 0.984, H29 0.957
28 H -2.327 2.405 1.292  O27 0.984
29 H -2.830 3.825 0.765  O27 0.957
30 O 0.704 -1.669 -1.845  H31 0.977, H32 0.952
31 H 1.547 -2.163 -1.878  O30 0.977
32 H 0.798 -0.753 -2.084  O30 0.952
33 O -2.038 -0.901 0.482  H34 0.987, H35 0.966
34 H -1.683 0.013 0.593  O33 0.987
35 H -2.975 -0.896 0.716  O33 0.966
36 O -2.641 3.803 -1.379  H37 0.954, H38 0.995
37 H -2.722 4.746 -1.500  O36 0.954
38 H -3.456 3.461 -1.836  O36 0.995
39 O 1.918 -3.756 0.973  H26 0.990, H40 1.068, H41 0.999
40 H 1.101 -3.083 1.113  O39 1.068
41 H 2.292 -3.836 0.050  O39 0.999
42 O -1.203 0.397 -2.269  H43 0.963, H44 0.963
43 H -1.246 -0.530 -2.015  O42 0.963
44 H -1.232 0.480 -3.228  O42 0.963
45 O -0.785 1.395 1.284  H46 0.956, H47 1.007
46 H -0.128 1.505 1.969  O45 0.956
47 H -0.333 1.907 0.544  O45 1.007
48 H 3.874 -2.682 3.443  O25 0.959
49 H 3.225 -1.813 2.316  O25 0.968

natural (NBO) atomic charge list, values in e, 6 entries:
1. O -1.009
2. H 0.508
3. H 0.524
4. O -1.018
5. H 0.514
6. H 0.497

[2]
ORCA calculation (wB97M-V/def2-TZVPD) on 17 unconnected molecules or ions with the total composition H34O17.

Summary:
molecular weight = 306.255 g mol⁻¹
gap between HOMO and LUMO = 8.88 eV
HOMO energy = -9.333 eV
energy = -35360.219 eV
relative energy (zero: lowest compared OMol25 entry of this formula, charge and spin) = 1.7924 eV
maximum force = 3.22 eV/A

Each atom is followed by the atoms it is bonded to, with distances in Å.
Element x y z (Å)
1 O 0.021 2.667 -3.496  H2 0.984, H3 0.923
2 H 1.001 2.715 -3.573  O1 0.984
3 H -0.119 1.874 -3.044  O1 0.923
4 O -0.931 -1.764 3.506  H5 0.934, H6 0.920
5 H -0.315 -1.918 2.821  O4 0.934
6 H -1.204 -0.907 3.313  O4 0.920
7 O -0.353 0.163 0.175  H8 0.969, H9 0.971
8 H -0.208 -0.018 -0.766  O7 0.969
9 H -0.261 -0.589 0.782  O7 0.971
10 O 3.064 -1.040 1.330  H11 0.968, H12 0.959
11 H 3.409 -1.014 2.234  O10 0.968
12 H 2.552 -0.231 1.275  O10 0.959
13 O -2.449 -2.414 0.615  H14 0.974, H15 0.935
14 H -1.991 -2.824 -0.140  O13 0.974
15 H -2.367 -3.105 1.239  O13 0.935
16 O -0.982 2.661 1.464  H17 0.931, H18 0.955
17 H -1.422 3.470 1.325  O16 0.931
18 H -1.210 2.083 0.739  O16 0.955
19 O 1.266 3.095 -0.901  H20 0.965, H21 0.983
20 H 1.385 3.639 -0.113  O19 0.965
21 H 0.318 2.839 -0.938  O19 0.983
22 O -2.764 -0.069 2.222  H23 0.948, H24 0.943
23 H -2.386 -0.655 1.580  O22 0.948
24 H -3.513 -0.557 2.522  O22 0.943
25 O -2.159 -1.570 -2.533  H26 0.968, H27 0.975
26 H -2.570 -0.705 -2.390  O25 0.968
27 H -1.864 -1.663 -3.458  O25 0.975
28 O -1.669 2.327 -1.044  H29 0.963, H30 0.962
29 H -2.200 1.557 -0.813  O28 0.963
30 H -2.300 3.015 -1.276  O28 0.962
31 O 2.501 -2.110 -1.453  H32 0.962, H33 0.948
32 H 2.302 -1.230 -1.120  O31 0.962
33 H 1.629 -2.475 -1.527  O31 0.948
34 O 1.776 1.378 1.719  H35 0.973, H36 0.959
35 H 1.059 1.660 1.125  O34 0.973
36 H 2.589 1.817 1.461  O34 0.959
37 O 0.295 0.246 -2.354  H38 0.959, H39 0.987
38 H 0.554 -0.559 -2.806  O37 0.959
39 H 1.148 0.474 -1.912  O37 0.987
40 O -0.399 1.003 3.523  H41 0.927, H42 0.954
41 H -0.277 1.438 2.713  O40 0.927
42 H -1.322 0.985 3.763  O40 0.954
43 O -0.108 -3.000 -1.316  H44 0.933, H45 0.999
44 H 0.051 -3.766 -1.825  O43 0.933
45 H -0.566 -2.386 -1.957  O43 0.999
46 O 2.659 0.544 -1.303  H47 0.960, H48 0.949
47 H 3.407 0.662 -1.893  O46 0.960
48 H 2.600 1.288 -0.717  O46 0.949
49 O 0.526 -2.303 1.338  H50 0.947, H51 0.961
50 H 1.440 -2.085 1.457  O49 0.947
51 H 0.357 -2.621 0.447  O49 0.961

natural (NBO) atomic charge list, values in e, 6 entries:
1. O -0.956
2. H 0.463
3. H 0.481
4. O -0.979
5. H 0.476
6. H 0.472

[3]
ORCA calculation (wB97M-V/def2-TZVPD) on 17 unconnected molecules or ions with the total composition H34O17.

Summary:
molecular weight = 306.255 g mol⁻¹
gap between HOMO and LUMO (alpha / beta) = 8.03 / 1.31 eV
expectation value of S² = 0.756
HOMO energy (alpha / beta) = -11.648 / -11.648 eV
energy = -35346.071 eV
spin multiplicity = 2
relative energy (zero: lowest compared OMol25 entry of this formula, charge and spin) = 2.8490 eV
charge = +1
maximum force = 5.48 eV/A

Each atom is followed by the atoms it is bonded to, with distances in Å.
Element x y z (Å)
1 O 1.096 3.048 -5.374  H2 0.969, H3 0.928
2 H 0.967 3.264 -4.438  O1 0.969
3 H 0.957 2.135 -5.470  O1 0.928
4 O 1.732 -0.523 3.023  H5 0.926, H6 0.981
5 H 1.115 0.101 2.727  O4 0.926
6 H 2.420 -0.088 3.571  O4 0.981
7 O 0.461 -4.078 -0.913  H8 1.009, H9 0.969
8 H 0.712 -4.698 -1.668  O7 1.009
9 H -0.333 -4.416 -0.473  O7 0.969
10 O -1.341 -2.580 -2.451  H11 0.904, H12 0.896
11 H -1.935 -2.000 -2.809  O10 0.904
12 H -0.547 -2.930 -2.673  O10 0.896
13 O 0.406 -2.383 4.337  H14 1.043, H15 0.966
14 H 0.047 -2.458 3.361  O13 1.043
15 H 1.291 -1.998 4.291  O13 0.966
16 O 3.614 2.545 2.810  H17 0.918, H18 0.932
17 H 2.920 2.566 2.210  O16 0.918
18 H 4.311 3.161 2.864  O16 0.932
19 O -3.686 0.479 3.442  H20 0.971, H21 0.966
20 H -3.622 -0.108 2.670  O19 0.971
21 H -4.525 0.593 3.905  O19 0.966
22 O -0.931 0.478 -5.040  H23 0.969, H24 0.942
23 H -1.691 0.149 -5.543  O22 0.969
24 H -0.155 -0.056 -5.039  O22 0.942
25 O -1.594 3.315 2.807  H26 0.998, H27 0.958
26 H -2.229 2.576 3.024  O25 0.998
27 H -0.740 2.909 2.660  O25 0.958
28 O -0.358 3.199 -3.238  H29 0.951, H30 0.949
29 H -1.057 2.576 -3.404  O28 0.951
30 H -0.831 3.975 -2.964  O28 0.949
31 O 0.860 -5.839 1.332  H32 0.977, H33 0.962
32 H 1.750 -5.506 1.558  O31 0.977
33 H 0.296 -5.067 1.219  O31 0.962
34 O 3.141 0.934 0.550  H35 0.976, H36 0.977
35 H 2.327 0.997 0.016  O34 0.976
36 H 3.854 0.342 0.239  O34 0.977
37 O -1.093 -0.681 -0.122  H38 0.934, H39 0.989
38 H -1.921 -0.270 0.016  O37 0.934
39 H -0.975 -1.297 -0.886  O37 0.989
40 O -3.446 1.518 0.500  H41 0.976, H42 0.907
41 H -3.566 2.453 0.752  O40 0.976
42 H -4.070 0.923 0.221  O40 0.907
43 O 1.826 0.702 -3.228  H44 0.960, H45 1.025
44 H 2.217 0.675 -2.352  O43 0.960
45 H 2.730 0.784 -3.703  O43 1.025
46 O -1.167 -2.920 1.944  H47 0.933, H48 0.917
47 H -1.719 -3.532 1.507  O46 0.933
48 H -0.978 -2.161 1.465  O46 0.917
49 O 1.332 3.326 0.689  H50 0.943, H51 0.964
50 H 1.725 2.797 1.363  O49 0.943
51 H 0.404 3.070 0.716  O49 0.964

natural (NBO) atomic charge list, values in e, 6 entries:
1. O -0.965
2. H 0.492
3. H 0.456
4. O -0.854
5. H 0.501
6. H 0.526

[4]
ORCA calculation (wB97M-V/def2-TZVPD) on 18 unconnected molecules or ions with the total composition H34O21P.

Summary:
molecular weight = 401.225 g mol⁻¹
gap between HOMO and LUMO = 8.05 eV
HOMO energy = -0.785 eV
energy = -52841.669 eV
relative energy (zero: lowest compared OMol25 entry of this formula, charge and spin) = 4.2185 eV
charge = -3
maximum force = 6.22 eV/A

Each atom is followed by the atoms it is bonded to, with distances in Å.
Element x y z (Å)
1 P -7.419 3.776 -9.537  O2 1.487, O3 1.553, O4 1.427, O5 1.528
2 O -8.904 3.824 -9.474  P1 1.487
3 O -6.708 3.771 -8.156  P1 1.553
4 O -6.749 4.795 -10.279  P1 1.427
5 O -6.918 2.465 -10.142  P1 1.528
6 O -8.455 0.599 -9.427  H7 0.984, H8 0.940
7 H -7.778 1.262 -9.691  O6 0.984
8 H -9.234 0.979 -9.791  O6 0.940
9 O -9.854 5.894 -8.312  H10 0.975, H11 0.995
10 H -9.213 6.482 -8.753  O9 0.975
11 H -9.667 5.076 -8.844  O9 0.995
12 O -11.932 3.864 -10.226  H13 0.989, H14 0.964
13 H -11.212 4.265 -10.772  O12 0.989
14 H -11.550 3.449 -9.443  O12 0.964
15 O -4.879 6.334 -10.499  H16 0.976, H17 0.982
16 H -5.547 5.635 -10.363  O15 0.976
17 H -4.068 5.834 -10.738  O15 0.982
18 O -7.504 1.827 -6.880  H19 0.977, H20 0.967
19 H -7.120 2.540 -7.425  O18 0.977
20 H -8.001 1.189 -7.410  O18 0.967
21 O -4.886 2.912 -11.822  H22 0.960, H23 0.940
22 H -5.619 2.608 -11.283  O21 0.960
23 H -4.851 3.801 -11.518  O21 0.940
24 O -8.295 4.680 -6.521  H25 0.976, H26 0.972
25 H -8.855 5.379 -6.908  O24 0.976
26 H -7.722 4.352 -7.235  O24 0.972
27 O -9.939 2.219 -11.272  H28 0.933, H29 0.987
28 H -9.261 2.075 -11.896  O27 0.933
29 H -9.596 2.774 -10.531  O27 0.987
30 O -7.530 1.904 -12.493  H31 0.929, H32 0.949
31 H -6.851 2.352 -12.940  O30 0.929
32 H -7.270 2.128 -11.608  O30 0.949
33 O -6.810 5.216 -12.806  H34 0.999, H35 0.951
34 H -6.748 5.088 -11.817  O33 0.999
35 H -7.680 5.602 -12.809  O33 0.951
36 O -5.276 0.662 -9.564  H37 1.007, H38 0.928
37 H -5.871 1.419 -9.863  O36 1.007
38 H -5.732 0.215 -8.892  O36 0.928
39 O -5.651 3.748 -5.966  H40 0.986, H41 0.937
40 H -6.127 3.918 -6.812  O39 0.986
41 H -4.794 3.517 -6.265  O39 0.937
42 O -5.711 6.113 -7.859  H43 0.964, H44 0.958
43 H -6.019 5.240 -8.130  O42 0.964
44 H -5.137 6.318 -8.598  O42 0.958
45 O -10.586 2.734 -8.083  H46 0.945, H47 0.957
46 H -9.939 3.198 -8.592  O45 0.945
47 H -10.325 2.943 -7.186  O45 0.957
48 O -9.816 5.160 -11.318  H49 0.992, H50 0.986
49 H -9.444 4.752 -10.494  O48 0.992
50 H -9.745 4.471 -12.020  O48 0.986
51 O -7.746 7.163 -9.948  H52 0.992, H53 0.947
52 H -8.102 7.395 -10.844  O51 0.992
53 H -7.294 6.333 -10.009  O51 0.947
54 O -4.374 3.060 -8.469  H55 0.949, H56 0.920
55 H -4.575 2.324 -9.032  O54 0.949
56 H -5.229 3.332 -8.267  O54 0.920

natural (NBO) atomic charge list, values in e, 6 entries:
1. P 2.731
2. O -1.206
3. O -1.227
4. O -1.245
5. O -1.253
6. O -1.027